1.
Below is a cluster of 14 separate species, C39H106O17 in total in a non-equilibrium geometry, with properties calculated with wB97M-V/def2-TZVPD.

Geometry as ORCA input:
```
! wB97M-V def2-TZVPD RIJCOSX def2/J DEFGRID3
* xyz 0 1
C 5.280 -0.187 3.321
C -4.915 -2.628 0.693
H -4.884 -4.643 2.505
H -5.478 3.575 2.408
H -2.979 4.017 -3.381
O -2.144 -3.889 -3.476
H 3.964 -5.528 -1.595
H -2.812 -7.405 1.036
C -5.689 1.498 -2.967
C -0.395 -0.416 0.782
H -1.655 -1.958 -3.964
H -2.996 7.128 -3.172
H 3.711 -6.639 -0.254
H 0.177 -2.128 5.363
H 5.591 -6.208 0.576
O -4.089 6.328 -1.820
C -3.194 5.010 -3.775
H 4.436 -4.252 2.441
C -3.752 2.894 -0.157
H -3.790 4.438 1.305
H -1.816 5.411 -0.948
H 4.033 -5.909 2.165
O 0.698 -3.772 7.595
H 2.895 2.880 0.061
O -4.578 3.694 -0.981
H -1.300 6.990 -1.710
H -1.320 -1.516 5.943
H 4.864 -1.164 3.077
H -2.006 -1.266 0.316
O -6.622 2.464 -2.478
O -5.016 2.875 1.942
H 5.437 -2.589 -2.359
C -0.037 -2.557 7.483
C -6.385 0.282 -3.709
H 2.714 -4.744 1.953
H -3.697 -7.657 -0.457
H 1.111 2.795 -9.125
H 1.465 0.793 0.314
C 3.020 2.945 1.142
H 6.458 0.206 -2.584
O 5.699 -5.259 0.480
H -1.090 5.319 3.593
H -4.729 -1.576 0.474
H 3.167 4.542 3.228
C -3.902 -4.509 2.050
O -0.509 5.823 3.019
O 7.460 -1.102 3.855
H -2.944 3.011 1.768
H -7.230 0.574 -4.332
H -3.440 -2.409 2.057
H -5.733 -2.778 1.397
H -5.463 -2.148 -2.689
H 7.150 0.930 3.392
C 0.495 0.537 -0.112
H -5.085 1.121 -2.142
H -2.970 -2.588 -4.819
C -3.845 3.351 1.256
H -5.545 -0.070 -4.307
O -4.776 -2.662 -3.119
H 0.662 3.170 -7.443
C 0.852 -1.458 8.031
H -7.668 -0.582 -2.740
C 7.191 -0.156 1.620
H -3.883 1.815 -0.234
H -3.077 -6.021 -1.612
H -0.871 -2.748 8.158
H 3.040 1.983 1.653
O -1.644 -0.398 0.122
C -3.742 -3.178 1.346
H -1.071 1.071 2.152
H -4.933 1.960 -3.601
H 8.372 -1.024 3.565
H -1.238 -3.233 5.853
H 7.816 -0.728 -0.944
H 8.867 -0.967 -2.220
H -1.384 -7.369 -1.747
H 0.838 5.178 1.557
H -5.188 -3.160 -0.218
C 1.543 0.922 -6.190
H -1.289 -0.638 2.735
H 0.003 -1.431 0.806
H 2.573 -5.271 -0.722
H 0.104 9.051 2.605
H 4.950 0.591 2.632
H -2.760 3.167 -0.515
H -0.875 8.073 1.455
C 1.840 3.712 1.788
H -2.458 8.395 3.363
H 4.702 -1.402 -3.322
H 1.717 1.817 -5.594
C 4.366 -4.736 0.430
O 1.690 4.935 1.188
H -0.740 -6.231 1.107
H -4.253 5.061 -4.028
O -2.308 -5.755 -1.104
C 3.789 -4.896 1.846
C -0.173 8.046 2.289
C -0.694 7.190 3.411
H 3.970 3.480 1.171
H 4.333 -3.686 0.138
H 8.024 -2.372 -1.691
H 0.192 -5.804 -0.275
H -0.200 1.865 -8.380
H 8.200 -0.565 1.557
H -3.175 -4.764 2.821
H 2.653 -0.341 -8.045
H -2.345 -3.941 0.155
H 4.890 0.098 4.298
C 6.818 -0.070 3.111
C 0.742 2.379 -8.187
C -1.693 5.985 -1.866
H 0.050 1.522 -0.246
C 1.762 1.382 -7.627
H -1.030 5.302 -2.397
O 1.851 0.106 -8.326
H 1.424 4.222 3.850
H -5.251 3.122 -1.357
H 7.390 -1.845 -4.208
H 7.158 0.789 1.077
C 2.265 3.929 3.221
H -3.819 -5.116 1.148
H 0.746 0.176 -1.110
C -2.265 7.339 3.552
C -3.584 -1.994 -2.886
O -6.717 -0.714 -2.755
H -2.620 -4.217 -2.710
C -2.722 -7.777 0.015
H -2.494 5.321 -4.551
C 5.377 -1.507 -2.472
C 7.893 -1.304 -1.866
H -0.171 7.328 4.358
H -2.429 -8.822 0.114
C -1.682 -6.991 -0.769
H 0.489 0.728 -5.994
H 1.898 -1.764 8.006
H -3.563 -0.934 -3.140
H 2.617 3.024 3.715
O -2.514 -3.102 0.589
O 7.023 -0.961 -4.137
H 6.588 -0.871 1.061
H 0.150 -7.496 0.206
H 0.691 -0.503 7.530
H 0.872 3.235 1.638
C 3.600 -5.602 -0.570
H -4.103 5.525 -1.294
C -2.537 -2.581 -3.819
H 0.837 7.682 2.104
H 0.673 -1.261 9.088
H 0.248 -0.049 2.816
H -3.221 -2.074 -1.862
C -0.649 0.068 2.206
C 6.731 -0.839 -2.734
H 1.627 -3.712 7.358
H -2.748 6.859 2.700
H -2.600 7.077 4.556
C -2.968 6.131 -2.733
H 4.767 -1.030 -1.704
H 2.188 0.140 -5.789
H -7.023 2.958 -3.197
C -0.630 -2.352 6.060
H 2.787 1.750 -7.674
C -0.450 -6.591 0.120
*
```

The gap between HOMO and LUMO is 0.35885 hartree. The calculation puts the energy above the lowest of the compared OMol25 structures with the same formula, charge and spin at 290.9 kJ/mol. The value obtained for the electronic energy is -76963.3826 eV. Its largest force on an atom is 0.08126 Eh/bohr.



2.
Below is a cluster of 10 separate species, C29H85O40P9S in total in a non-equilibrium geometry, with properties calculated with wB97M-V/def2-TZVPD.

Geometry as ORCA input:
```
! wB97M-V def2-TZVPD RIJCOSX def2/J DEFGRID3
* xyz 0 1
O -2.078 4.386 5.036
P -1.145 4.966 4.074
P -4.504 -3.051 -3.969
H -3.576 -5.615 -0.950
O 1.862 2.583 -4.523
O -1.435 -4.277 -0.058
H 3.141 -6.396 -5.012
H 2.576 -4.856 -5.848
O 0.449 -4.150 -4.380
C -0.287 1.116 2.409
O -4.567 -3.220 -2.320
H -1.868 8.098 5.185
H 3.286 1.530 2.612
C -3.892 -0.423 -4.048
O 1.108 4.081 -6.506
H 2.603 -1.859 8.142
H 0.311 -5.429 -2.747
H -1.938 -2.277 0.126
H 2.747 0.288 -6.632
H -3.410 5.097 -1.755
C 5.063 -4.921 3.117
P 1.853 -3.492 -3.866
H 1.229 -4.436 0.448
H -4.961 -0.215 -4.090
H -2.857 3.677 -2.759
H -1.049 1.886 -7.390
O -4.099 -4.340 -4.658
O -0.622 2.137 -0.722
H 2.050 -5.102 2.785
H 0.634 -4.413 2.798
C -0.342 -4.904 -3.444
C -6.885 5.505 -4.200
H -0.638 -2.920 1.233
C -2.050 7.411 4.359
S -1.281 1.057 0.061
C 6.679 -0.163 0.698
O -6.949 4.370 -3.379
O 7.014 3.198 0.908
O -1.066 0.945 7.571
C 3.651 2.481 2.999
H -0.911 5.250 0.516
H -7.238 -2.515 -5.957
H 1.051 -2.646 8.421
O -1.597 4.704 2.538
H 4.052 2.244 3.984
H -2.832 -6.187 -2.410
C -0.791 1.677 -6.351
C -2.017 1.505 6.704
O -2.352 -6.032 1.602
H 7.954 2.817 4.778
H 2.959 2.687 7.755
O 1.387 1.730 7.083
H 0.100 5.832 1.836
H -3.678 -0.258 -2.992
H -1.176 2.616 -5.953
H 1.781 -3.954 4.093
H -4.167 -1.742 -0.981
O -1.744 -6.563 -0.884
H 2.352 5.471 4.094
H -5.526 -1.458 -2.256
P -5.710 3.323 -3.289
H -5.544 -2.273 -6.508
P 6.126 2.427 1.774
H 6.736 -0.189 -0.390
C 0.552 -2.188 -2.035
H 7.925 3.829 3.485
H 1.446 -0.115 2.052
H -2.120 8.084 3.505
O 4.689 3.110 2.154
O 5.744 0.873 1.215
O 0.254 0.087 5.496
H 0.786 -1.129 -2.143
C -3.451 4.019 -1.911
H -7.932 5.699 -4.434
H 0.229 -2.431 -1.023
C 3.391 1.151 -6.801
H 3.144 1.074 8.214
H 2.230 -5.900 0.241
O 2.147 -2.269 -4.674
H 1.446 2.776 -2.481
H -3.652 -7.290 -1.164
H -0.880 -5.596 -4.092
H 1.130 -5.462 -0.971
P 1.606 2.750 -6.099
O -4.929 3.258 -4.573
O 2.921 2.442 -6.929
H 0.171 3.385 -3.612
H -6.575 -1.024 -5.667
C 1.658 -4.113 3.021
H -0.040 1.765 3.249
O 0.955 -0.615 8.092
C 1.240 3.277 -3.427
H 1.187 6.117 5.296
O 4.503 -3.638 3.452
O 2.285 -3.198 2.205
H -2.366 2.430 7.165
H -1.680 1.720 5.690
C 1.517 5.232 4.753
O 0.605 1.431 -6.405
O -3.640 -1.768 -4.337
H -7.920 2.043 -4.338
O 6.637 2.050 3.207
C 7.253 3.154 4.014
O 1.605 -3.150 -2.337
H 2.753 3.096 3.059
H -2.367 -3.314 1.493
C -6.271 -2.070 -5.722
H -6.253 5.456 -5.086
O 0.171 -6.145 0.790
H 3.231 -1.869 -0.193
O -1.426 1.492 1.603
H -1.392 0.884 -5.907
H 1.946 4.547 5.484
O 0.442 4.501 4.069
P 0.377 0.460 6.921
H 7.718 0.158 0.774
P -1.397 -5.761 0.492
H -0.618 0.175 2.850
H 4.118 1.069 -5.993
H -7.293 0.546 -4.036
H -0.008 4.149 1.434
O 0.048 0.135 0.485
C 1.559 -1.886 7.828
C -7.593 1.441 -3.490
H 1.956 2.083 9.058
C -5.015 -2.117 -1.554
H -2.855 0.810 6.651
H 1.719 4.249 -3.311
H -1.074 -4.342 -2.864
H 1.359 1.479 1.161
C -1.598 -3.103 0.750
O -4.856 3.840 -1.951
H 6.584 -1.126 1.200
H 4.454 -5.781 2.840
C 1.235 -5.474 0.114
H 4.958 -1.949 -0.730
H -2.957 6.810 4.297
H -6.751 6.426 -3.633
C 3.122 -5.306 -5.019
C 2.370 1.830 8.082
H 5.707 -4.778 2.249
O -2.387 0.243 -0.436
H 1.510 -2.144 6.770
O 3.826 -1.277 3.075
O -5.974 -2.551 -4.435
O 2.923 -4.703 -3.879
H 6.646 3.896 4.532
H -3.118 3.597 -0.963
O 4.638 -2.762 1.140
C 0.812 0.630 1.571
H -0.292 -2.430 -2.682
H 3.826 0.756 -7.719
P 3.765 -2.601 2.499
C 4.149 -2.456 -0.203
H 5.874 -5.206 3.788
H -5.806 -2.405 -0.862
O -0.971 6.586 4.147
H -3.368 0.351 -4.610
H 3.988 -3.275 -0.904
H -8.376 1.066 -2.831
C -0.605 5.054 1.544
C -2.997 -6.441 -1.363
H 4.199 -5.145 -5.060
O -6.411 1.916 -2.879
*
```

The gap between HOMO and LUMO is 0.37909 hartree. The calculation puts the energy above the lowest of the compared OMol25 structures with the same formula, charge and spin at 785.0 kJ/mol. Its SMILES is COP(=O)(OC)OC.COP(=O)(OC)OC.COP(=O)(OC)OC.COP(=O)(OC)OC.COP(=O)(OC)OC.COP(=O)(OC)OC.COP(=O)(OC)OC.COP(=O)(OC)OC.COP(=O)(OC)OC.O=S1(=O)OCCO1. The value obtained for the electronic energy is -207797.9830 eV. Its largest force on an atom is 0.15459 Eh/bohr.